Run one
Molecular formula: CH2Cl2S2
Method: DFT, the ωB97M-V functional and the def2-TZVPD basis

## Properties
- HOMO level (alpha / beta) (eV) = -9.38 / -8.16
- LUMO energy (alpha / beta) (Ha) = -0.0045 / -0.0806
- orbital gap (alpha / beta) (eV) = 9.258 / 5.965

Positions of all 7 atoms, in Å:
C 2.93308 -0.31510 -0.08552
S -0.59933 0.29801 0.06238
S -1.13496 1.71671 -1.26803
Cl 3.15809 1.27836 0.40276
Cl 3.97192 -1.11874 -1.13975
H 1.82468 -0.67287 -0.03084
H -1.57962 -0.71191 0.26871

Run two
Molecular formula: CH2Cl2S2
Method: DFT, the ωB97M-V functional and the def2-TZVPD basis

## Properties
- HOMO level (eV) = -9.60
- LUMO energy (Ha) = -0.0405
- orbital gap (eV) = 8.497

Positions of all 7 atoms, in Å:
C 0.27717 -0.38993 -0.21629
S -0.01308 -1.29117 1.35250
S -1.24166 0.15474 -0.90474
Cl 0.96482 1.66250 0.47542
Cl 1.45900 -0.91654 -1.22247
H -0.83179 -0.32804 2.09438
H -0.61447 1.10844 -1.57879

Which one is most stable, and which one is least stable? run two is the most stable of them, while run one is the least stable.

Run one
Molecular formula: C25H76N10O13
Method: DFT, the ωB97M-V functional and the def2-TZVPD basis

## Properties
- HOMO level (eV) = -6.78
- LUMO energy (Ha) = -0.0389
- orbital gap (eV) = 5.721

Positions of all 124 atoms, in Å:
C 10.56200 -21.31500 -6.96200
O 9.92100 -22.54300 -7.23900
H 11.01000 -20.84100 -7.83100
H 11.20100 -21.30700 -6.08200
H 9.86800 -20.58400 -6.63800
H 9.03900 -22.42100 -6.78300
C 7.29600 -22.61400 -8.90100
O 7.88800 -21.36800 -8.73700
H 7.64400 -23.40400 -8.19700
H 7.66100 -22.89400 -9.87100
H 6.22700 -22.66300 -8.98100
H 7.25600 -20.81800 -8.17400
C 14.54800 -18.78200 -7.60600
O 14.68400 -18.47200 -6.30700
N 15.10900 -17.98500 -8.44600
N 13.42700 -18.72200 -8.22800
H 15.52900 -17.26400 -7.80500
H 16.08900 -18.38200 -8.53300
H 12.63600 -18.86000 -7.50800
H 13.29100 -19.78900 -8.64100
C 10.35000 -22.15100 -10.97400
O 10.99900 -22.56900 -12.16400
N 10.79700 -22.36100 -9.78300
N 9.44200 -21.21400 -10.96500
H 11.18700 -23.31200 -9.84800
H 10.18100 -22.31900 -8.86200
H 8.94000 -21.06100 -11.84600
H 8.83500 -21.09400 -10.10900
C 11.39100 -17.83700 -5.49400
O 11.49000 -18.73900 -6.56700
N 12.32800 -17.78000 -4.61400
N 10.43500 -17.01500 -5.29300
H 13.03700 -18.52600 -4.68600
H 12.29900 -17.40800 -3.67600
H 9.51100 -17.03100 -5.90200
H 10.28300 -16.60000 -4.34600
C 7.26400 -23.22200 -5.47100
O 7.90600 -24.11400 -4.65600
N 6.13200 -23.43600 -6.04300
N 7.72200 -22.04200 -5.77100
H 5.69700 -24.30000 -5.66900
H 5.56600 -22.70100 -6.55800
H 8.42900 -21.62500 -5.14100
H 7.21600 -21.36400 -6.33100
C 14.04300 -21.39100 -10.01000
O 15.30000 -21.94000 -9.72200
N 13.13700 -21.10300 -9.14600
N 13.80700 -20.82000 -11.15800
H 13.48100 -21.55500 -8.25500
H 12.12900 -21.57400 -9.29100
H 14.45000 -21.21900 -11.88700
H 12.84000 -20.89300 -11.48300
C 13.14600 -23.93000 -7.61000
C 13.66000 -23.04100 -6.47600
C 14.99500 -23.56600 -6.04400
O 13.84000 -21.88100 -6.79400
H 13.65300 -23.82000 -8.60400
H 12.09000 -23.60100 -7.70200
H 13.10700 -24.99300 -7.30000
H 12.88300 -23.06500 -5.67500
H 15.36900 -23.09100 -5.14100
H 15.81900 -23.46400 -6.78900
H 14.89600 -24.58200 -5.79600
H 13.88700 -21.39700 -5.94600
C 10.63600 -20.34700 -2.28500
C 9.31300 -20.86600 -2.92100
C 8.38200 -19.71500 -3.45500
O 9.52900 -21.65800 -3.82700
H 11.35100 -21.07200 -1.87800
H 10.37100 -19.90200 -1.38700
H 11.11400 -19.73900 -2.99000
H 8.70800 -21.38700 -2.14900
H 7.36900 -20.03400 -3.74200
H 8.85300 -19.27800 -4.38800
H 8.32700 -18.84600 -2.76700
H 9.97100 -22.43100 -3.49100
C 15.79600 -20.45500 -4.20200
C 14.39000 -20.57700 -3.51100
C 14.20500 -19.60500 -2.35800
O 13.41700 -20.49400 -4.24500
H 16.59900 -20.96800 -3.62000
H 16.04900 -19.41100 -4.38200
H 15.87600 -20.88700 -5.21400
H 14.29100 -21.59000 -3.13500
H 13.24700 -19.61100 -1.94600
H 14.49200 -18.63100 -2.71600
H 14.79200 -19.98300 -1.56200
H 12.67600 -20.76900 -3.76200
C 10.80000 -24.86800 -4.48700
C 11.21600 -24.63000 -3.06000
C 12.43300 -23.70400 -3.00600
O 10.36500 -24.07200 -2.33100
H 10.09500 -25.66200 -4.46900
H 11.65500 -25.10600 -5.11500
H 10.35500 -24.07500 -4.99800
H 11.54200 -25.61000 -2.72200
H 12.24600 -22.86900 -3.70300
H 13.37500 -24.21100 -3.17400
H 12.53200 -23.15500 -2.08800
H 9.58000 -24.69400 -2.28200
C 7.28100 -27.01400 -8.05200
C 8.00200 -26.55400 -6.82900
C 8.60100 -27.74700 -6.04400
O 8.89400 -25.64600 -6.96300
H 6.97800 -26.14200 -8.68100
H 6.29100 -27.47000 -7.90500
H 7.77900 -27.77600 -8.64400
H 7.23700 -26.10300 -6.13800
H 9.10600 -27.42000 -5.20300
H 9.23800 -28.29700 -6.75700
H 7.82200 -28.47400 -5.64800
H 8.77800 -25.00700 -6.24100
C 9.94000 -16.90200 -9.00600
C 9.53000 -18.24600 -9.51500
C 8.59700 -17.99700 -10.70100
O 10.47100 -18.88500 -9.93700
H 10.67600 -16.99900 -8.16800
H 9.10300 -16.38700 -8.61500
H 10.45900 -16.19200 -9.70900
H 9.06000 -18.71800 -8.66200
H 9.17300 -17.68800 -11.57700
H 7.73700 -17.29000 -10.54400
H 8.11400 -18.92800 -10.91200
H 10.11600 -19.78000 -10.16800

Run two
Molecular formula: C25H76N10O13
Method: DFT, the ωB97M-V functional and the def2-TZVPD basis

## Properties
- HOMO level (eV) = -8.26
- LUMO energy (Ha) = -0.0114
- orbital gap (eV) = 7.950

Positions of all 124 atoms, in Å:
C -0.47299 4.40405 -1.67763
O 0.33919 3.40575 -2.32449
H 0.02060 4.78164 -0.75890
H -1.36697 3.94291 -1.38543
H -0.58929 5.24652 -2.30143
H -0.24125 2.97497 -3.01161
C 1.77742 -4.27003 1.63179
O 1.53954 -2.90971 1.67686
H 1.06025 -4.89617 2.17607
H 2.74434 -4.48929 2.06764
H 1.73336 -4.62829 0.63538
H 0.64286 -2.75929 1.37352
C -4.00498 -1.03267 1.90358
O -3.36669 0.01048 1.29956
N -4.71170 -0.90681 2.97801
N -3.91924 -2.24967 1.44435
H -4.73215 0.00783 3.34155
H -5.09371 -1.74190 3.39219
H -3.36562 -2.41553 0.55020
H -4.44522 -2.98056 1.87847
C 3.10424 0.27147 1.82698
O 3.50493 1.50952 1.52717
N 2.61631 -0.56514 0.97732
N 3.43096 -0.29853 2.93830
H 1.91821 -0.06351 0.33466
H 2.25693 -1.45830 1.27455
H 3.79955 0.39940 3.60186
H 3.04049 -1.21397 3.15028
C -0.07813 0.79738 -0.13170
O -0.28488 2.08142 0.23334
N -0.86041 -0.18412 0.25602
N 0.96111 0.41710 -0.78713
H -1.57601 0.13597 0.94420
H -0.65222 -1.17747 0.23169
H 1.57888 1.20096 -1.02581
H 1.06462 -0.44594 -1.31441
C -4.22539 2.33866 -1.38380
O -5.39639 2.83370 -0.81647
N -4.00322 2.29344 -2.70686
N -3.27401 1.88467 -0.68501
H -4.61108 2.66597 -3.42443
H -3.05000 2.20516 -3.07098
H -3.45506 1.75373 0.27936
H -2.32942 1.68450 -1.07580
C -1.68151 -3.18150 -0.60498
O -0.56604 -2.99991 0.14390
N -2.33468 -2.18357 -0.92063
N -2.17456 -4.32308 -0.96612
H -1.87466 -1.29732 -0.65011
H -3.10307 -2.09424 -1.51213
H -1.76847 -5.16675 -0.66744
H -3.00089 -4.42130 -1.44237
C -2.38200 -0.37106 -3.91274
C -1.37510 0.59201 -3.41790
C 0.08160 0.10776 -3.76666
O -1.46652 1.75396 -3.76508
H -1.92818 -1.13761 -4.54273
H -3.12563 0.11987 -4.53117
H -2.87011 -0.80201 -3.06772
H -1.46196 0.54394 -2.38132
H 0.25453 -0.89393 -3.33573
H 0.78587 0.76459 -3.34487
H 0.33349 0.05456 -4.79954
H -1.27347 1.78137 -4.73196
C 0.54023 -3.74297 -2.97367
C 1.74406 -3.12760 -2.36704
C 2.76721 -2.62282 -3.45115
O 1.50556 -2.22155 -1.59369
H 0.01258 -4.32094 -2.25382
H 0.92135 -4.44467 -3.64469
H -0.18201 -3.11279 -3.50459
H 2.37654 -3.83608 -1.88206
H 3.58597 -2.14508 -2.94346
H 2.33699 -1.87683 -4.11211
H 3.15769 -3.41284 -4.03958
H 2.28308 -2.03629 -1.14532
C 2.30530 4.51843 0.75023
C 1.75953 5.90135 1.10795
C 0.65026 5.79298 2.19826
O 2.60431 6.76099 1.47326
H 2.86466 4.04096 1.54299
H 2.90411 4.66917 -0.15146
H 1.45587 3.87894 0.57338
H 1.19174 6.29384 0.27308
H 1.04119 5.42458 3.19093
H -0.04302 5.01507 1.84920
H 0.13934 6.75124 2.34104
H 2.68131 6.68419 2.41037
C 3.85808 2.27019 -1.32137
C 3.70179 2.02210 -2.82544
C 3.78461 0.54945 -3.08983
O 2.57998 2.39010 -3.27615
H 4.26558 3.21657 -1.12411
H 4.60070 1.60681 -0.85497
H 2.90937 2.33013 -0.75064
H 4.49120 2.56352 -3.40056
H 3.71103 0.37285 -4.10964
H 3.03224 -0.01539 -2.55945
H 4.71600 0.11635 -2.71743
H 2.13516 3.00435 -2.66199
C -1.09957 -3.19901 3.57996
C -2.11828 -4.32218 3.68781
C -2.13646 -5.07068 2.40367
O -1.78840 -5.24904 4.43138
H -0.12355 -3.66016 3.48704
H -1.11272 -2.42565 4.34952
H -1.33671 -2.57463 2.77581
H -3.13285 -3.97442 4.01375
H -1.14521 -5.30715 2.02059
H -2.55267 -4.44560 1.63559
H -2.87281 -5.88793 2.40336
H -1.66056 -5.00409 5.31818
C -0.24839 0.05342 3.38178
C -0.39447 1.55976 3.64884
C 0.94299 2.30270 3.66554
O -1.21693 2.17778 2.88627
H 0.01646 -0.52801 4.25103
H 0.46269 -0.21021 2.62645
H -1.22486 -0.34737 3.08695
H -0.76718 1.62621 4.65424
H 0.77060 3.35993 3.87442
H 1.25397 2.23837 2.59562
H 1.68026 1.84659 4.33695
H -0.68132 2.37700 2.10310

Which one is most stable, and which one is least stable? run two is the most stable of them, while run one is the least stable.

Run one
Molecular formula: C2H4OS
Method: DFT, the ωB97M-V functional and the def2-TZVPD basis

## Properties
- HOMO level (alpha / beta) (eV) = -7.97 / -7.97
- LUMO energy (alpha / beta) (Ha) = -0.0159 / -0.0158
- orbital gap (alpha / beta) (eV) = 7.542 / 7.543

Positions of all 8 atoms, in Å:
C -0.22910 -0.39737 0.09078
C 1.02686 0.33021 -0.07037
O -1.33128 0.22198 -0.09029
S -2.98075 -0.07320 -0.17773
H -0.37360 -1.45339 0.31832
H 1.54787 0.29714 0.81349
H 0.69422 1.29564 -0.12773
H 1.64578 -0.22101 -0.75646

Run two
Molecular formula: C2H4OS
Method: DFT, the ωB97M-V functional and the def2-TZVPD basis

## Properties
- HOMO level (eV) = -8.70
- LUMO energy (Ha) = 0.0227
- SMILES string = C=COS
- orbital gap (eV) = 9.314

Positions of all 8 atoms, in Å:
C -1.50015 -0.06007 0.06064
C -0.30485 0.39583 -0.06613
O 0.80506 -0.45984 -0.11972
S 2.37545 0.10110 -0.00131
H -2.22754 0.71169 0.01892
H -1.86200 -1.15263 -0.03617
H -0.18921 1.50166 -0.29385
H 2.90325 -1.03774 0.43762

Run three
Molecular formula: C2H4OS
Method: DFT, the ωB97M-V functional and the def2-TZVPD basis

## Properties
- HOMO level (alpha / beta) (eV) = -8.25 / -7.74
- LUMO energy (alpha / beta) (Ha) = 0.0224 / 0.0140
- orbital gap (alpha / beta) (eV) = 8.860 / 8.122

Positions of all 8 atoms, in Å:
C -1.72058 0.35070 -0.12755
C 0.82464 -0.53196 -0.09914
O -0.27453 0.24718 -0.29939
S 2.32427 0.39235 -0.30021
H -2.14412 1.31657 -0.32304
H -2.22686 -0.65898 0.12439
H 0.85644 -1.56888 0.05024
H 2.36073 0.45303 0.97470

Which one is most stable, and which one is least stable? run two is the most stable of them, while run three is the least stable.

Run one
Molecular formula: C28H12BrCl2F5N3O4Zr
Method: DFT, the ωB97M-V functional and the def2-TZVPD basis

## Properties
- HOMO level (eV) = -10.71
- LUMO energy (Ha) = -0.1632
- charge = +1
- orbital gap (eV) = 6.271

Positions of all 56 atoms, in Å:
Zr -0.80504 1.31543 0.77542
Br 3.40394 -3.70871 -6.45790
C 2.91038 -4.30649 -4.73804
C 2.20477 -5.49267 -4.60151
C 1.85926 -5.93303 -3.33484
C 2.17056 -5.16168 -2.22414
C 2.90162 -3.98989 -2.36477
C 3.28010 -3.56303 -3.62684
N 1.82502 -5.69708 -0.93724
N 1.22596 -5.02544 -0.09341
C 0.69704 -3.72212 -0.37256
C -0.17648 -3.47168 -1.39820
C -0.79801 -2.21238 -1.55628
C -0.53589 -1.21388 -0.66466
O -1.04931 0.04012 -0.70778
C 0.34019 -1.46449 0.41603
N 0.54570 -0.41737 1.27178
C 1.36013 -0.57509 2.30484
C 1.99874 -1.79217 2.55925
C 1.79621 -2.85581 1.71256
C 0.95501 -2.71058 0.59163
H 1.94685 -6.07458 -5.47498
H 1.33949 -6.87195 -3.19370
H 3.19749 -3.41367 -1.49708
H 3.86177 -2.66007 -3.74812
H -0.39975 -4.25204 -2.11280
H -1.47370 -2.03776 -2.38232
H 1.50625 0.29260 2.93679
H 2.64150 -1.87710 3.42296
H 2.27241 -3.81022 1.89733
Cl 1.90053 8.11825 1.95970
C 1.51476 6.44463 1.82761
C 1.97714 5.56099 2.81400
C 1.71481 4.21013 2.74757
Cl 2.25562 3.15415 3.99242
C 0.96138 3.69554 1.67535
O 0.73267 2.39819 1.58865
C 0.45968 4.60312 0.71074
C -0.35855 4.17334 -0.35947
O -0.79285 3.01150 -0.53696
C 0.76446 5.98052 0.79030
H 2.55273 5.95263 3.64232
H -0.66241 4.92278 -1.09520
H 0.38906 6.65984 0.03574
F -6.83363 3.08248 0.20845
C -5.71590 2.55301 0.67635
C -5.61834 1.17406 0.83984
F -6.64920 0.40723 0.52592
C -4.45064 0.60610 1.31233
F -4.36296 -0.70914 1.45564
C -3.35600 1.40621 1.64497
O -2.19515 0.89427 2.11776
C -3.48173 2.77760 1.46068
F -2.40082 3.54173 1.76110
C -4.64021 3.36489 0.98553
F -4.70663 4.67878 0.81722

Run two
Molecular formula: C28H12BrCl2F5N3O4Zr
Method: DFT, the ωB97M-V functional and the def2-TZVPD basis

## Properties
- HOMO level (eV) = -10.49
- LUMO energy (Ha) = -0.1797
- charge = +1
- orbital gap (eV) = 5.599

Positions of all 56 atoms, in Å:
Zr -1.84252 -0.82589 -1.12090
Br 7.85326 5.37325 5.59287
C 6.33906 4.80561 4.62011
C 6.24510 3.47627 4.22016
C 5.14208 3.06087 3.50664
C 4.12746 3.97156 3.18259
C 4.24403 5.30146 3.59034
C 5.34422 5.72195 4.31142
N 2.98423 3.65883 2.45665
N 2.83446 2.46986 2.14326
C 1.67905 2.18862 1.42456
C 0.67871 3.09814 1.13323
C -0.42874 2.75916 0.35553
C -0.58018 1.48687 -0.15619
O -1.57880 1.09876 -0.95186
C 0.40587 0.51205 0.19031
N 0.19715 -0.76187 -0.27883
C 1.09868 -1.69670 -0.01975
C 2.24484 -1.44150 0.73476
C 2.45941 -0.17943 1.23188
C 1.53500 0.84950 0.96373
H 7.03587 2.78265 4.46909
H 5.05146 2.03390 3.18224
H 3.45359 5.99371 3.33225
H 5.43793 6.74978 4.63148
H 0.78092 4.10253 1.52112
H -1.18417 3.49916 0.12457
H 0.90220 -2.68294 -0.42261
H 2.94541 -2.24259 0.92051
H 3.32693 0.05619 1.83185
Cl -4.64944 -7.01582 1.36465
C -3.77004 -5.73170 0.63154
C -2.79821 -6.03298 -0.33830
C -2.08554 -5.02428 -0.93771
Cl -0.88890 -5.37108 -2.12544
C -2.29522 -3.66708 -0.60747
O -1.58365 -2.74437 -1.20145
C -3.27145 -3.37812 0.40132
C -3.48835 -2.07279 0.89465
O -2.82167 -1.03549 0.59016
C -4.00398 -4.43808 0.99255
H -2.60515 -7.06161 -0.61113
H -4.27248 -1.94175 1.64288
H -4.73741 -4.20936 1.75534
F -2.45000 -0.00690 -7.57591
C -2.69057 -0.22426 -6.29401
C -3.99558 -0.39538 -5.84135
F -4.99195 -0.34861 -6.70782
C -4.26082 -0.61529 -4.50175
F -5.51272 -0.77617 -4.09030
C -3.23541 -0.67692 -3.55109
O -3.44329 -0.88582 -2.25809
C -1.94818 -0.51440 -4.06147
F -0.89765 -0.60934 -3.12965
C -1.64754 -0.29085 -5.38865
F -0.38731 -0.15129 -5.77248

Which one is most stable, and which one is least stable? run one is the most stable of them, while run two is the least stable.